Record 1
The following is a DFT calculation (ωB97M-V with the def2-TZVPD basis set) of one molecule with the formula C5H6O2.

Positions of all 13 atoms, in Å:
O (-0.1711, -0.0716, 1.4603)
C (0.9615, 0.4559, 0.6942)
C (0.3419, 0.0525, -0.6445)
C (0.7721, -1.3220, -1.1240)
O (1.7557, -1.8902, -0.7198)
C (-1.0025, 0.0722, 0.0562)
C (-2.0990, 0.6545, 0.4154)
H (-1.1146, 0.5729, 1.6462)
H (1.0655, 1.5353, 0.8306)
H (1.8658, -0.0890, 0.9643)
H (0.4053, 0.7656, -1.4740)
H (0.1125, -1.7781, -1.8914)
H (-2.8930, 1.0421, -0.2135)

Output
* relative energy (zero: lowest compared OMol25 entry of this formula, charge and spin): 5.767 eV
* frontier orbital gap: 9.64 eV

Results of the Löwdin charge analysis, in e, for atoms 1 through 4: O -0.106; C -0.105; C -0.195; C -0.209

Record 2
The following is a DFT calculation (ωB97M-V with the def2-TZVPD basis set) of C5H6O2 as an isolated structure in a non-equilibrium geometry.

Positions of all 13 atoms, in Å:
C (-0.7518, 0.2085, 1.0695)
C (-0.4656, -0.9710, 0.1534)
O (-1.1970, -0.0329, -1.0112)
C (-0.4953, 0.9308, -0.2661)
C (0.9682, 0.5342, -0.6047)
O (1.7589, 0.1024, 0.4894)
C (1.0009, -0.8810, -0.2208)
H (-1.8020, 0.2142, 1.3508)
H (-0.0809, 0.4156, 1.9031)
H (-1.1732, -1.6661, -0.1762)
H (-0.7992, 1.9574, -0.4511)
H (1.4719, 0.8895, -1.4931)
H (1.5574, -1.6622, -0.7342)

Output
* relative energy (zero: lowest compared OMol25 entry of this formula, charge and spin): 4.235 eV
* frontier orbital gap: 10.62 eV

Results of the Löwdin charge analysis, in e, for atoms 1 through 4: C -0.033; C -0.062; O -0.088; C -0.306

Record 3
The following is a DFT calculation (ωB97M-V with the def2-TZVPD basis set) of one molecule with the formula C5H6O2.

Positions of all 13 atoms, in Å:
O (2.1808, 0.3765, 0.1379)
C (1.3894, 0.4601, -0.7669)
C (0.5431, 1.7174, -0.9795)
C (-0.5772, 1.1863, -0.1928)
C (-1.1425, 0.2091, 0.2443)
C (-1.4367, -1.0908, 0.8548)
O (-0.2647, -1.6601, 1.4063)
H (1.0946, -0.4151, -1.3811)
H (1.0716, 2.5826, -0.5775)
H (0.2234, 1.9043, -2.0086)
H (-2.2419, -0.9958, 1.5922)
H (-1.7697, -1.7860, 0.0764)
H (0.2792, -0.9524, 1.7794)

Output
* structure (SMILES): O=CCC#CCO
* relative energy (zero: lowest compared OMol25 entry of this formula, charge and spin): 2.964 eV
* frontier orbital gap: 10.60 eV

Results of the Löwdin charge analysis, in e, for atoms 1 through 4: O 0.052; C -0.287; C -0.132; C -0.033

| no. | HOMO level (eV) |
| --- | --- |
| 1 | -9.0 |
| 2 | -9.6 |
| 3 | -9.8 |